Entry 1:
C5H14O2 | ωB97M-V with the def2-TZVPD basis set

The geometry in XYZ format:
```
21
Properties=species:S:1:pos:R:3
C 0.044 0.697 -0.847
C -0.314 0.351 0.546
C -1.159 -0.627 0.905
C -1.538 -0.694 2.381
C -1.835 -1.597 -0.007
H 0.947 0.369 -1.297
H -0.748 0.287 -1.510
H 0.053 1.794 -0.943
H 0.111 0.991 1.304
H -0.766 -1.233 2.981
H -2.519 -1.070 2.540
H -1.482 0.412 2.649
H -2.525 -1.132 -0.676
H -2.369 -2.390 0.526
H -1.149 -2.145 -0.658
O 3.608 0.978 0.762
H 4.063 1.378 0.027
H 4.122 0.467 1.385
O 1.190 1.351 -3.643
H 1.377 1.368 -2.677
H 0.889 0.445 -3.749
```

- SMILES string: CC=C(C)C.O.O
- Largest force on an atom: 2.8 eV Å⁻¹
- Net charge: 0
- Spin multiplicity: 1
- ΔE to the lowest compared entry with this formula, charge and spin: 25.7 kcal/mol
- Gap between HOMO and LUMO: 9.4 eV

Atom charges from the natural (NBO) analysis, given in e for atoms 1 to 6: number 1, C, carries -0.644; number 2, C, carries -0.201; number 3, C, carries 0.022; number 4, C, carries -0.636; number 5, C, carries -0.663; number 6, H, carries 0.193

***

Entry 2:
C21H30ClN3O2 | ωB97M-V with the def2-TZVPD basis set

The geometry in XYZ format:
```
57
Properties=species:S:1:pos:R:3
C -1.022 6.055 -1.773
C -0.519 5.336 -0.536
C -1.421 4.828 0.399
C -0.957 4.171 1.538
C 0.416 4.002 1.753
C 0.884 3.252 3.009
C 1.459 1.854 2.747
O 2.260 1.365 3.536
N 1.054 1.211 1.648
C 1.559 -0.075 1.151
C 2.717 0.058 0.100
C 4.012 0.527 0.792
C 2.978 -1.322 -0.536
N 2.440 1.017 -0.979
C 1.297 1.243 -1.644
O 0.295 0.554 -1.470
C 1.259 2.390 -2.689
C 2.590 3.192 -2.847
C 3.580 2.591 -3.883
N 2.899 2.080 -5.090
C 2.036 3.080 -5.730
C 0.628 2.919 -5.117
C 0.806 1.811 -4.067
C 1.958 1.024 -4.712
C 1.324 4.533 0.818
Cl 3.036 4.389 1.022
C 0.852 5.197 -0.314
H -1.966 6.563 -1.573
H -0.317 6.824 -2.094
H -1.169 5.351 -2.592
H -2.486 4.937 0.245
H -1.672 3.778 2.247
H 1.664 3.842 3.489
H 0.088 3.170 3.748
H 0.412 1.689 1.034
H 1.881 -0.708 1.982
H 0.716 -0.608 0.709
H 4.271 -0.118 1.632
H 4.862 0.532 0.109
H 3.911 1.536 1.191
H 3.221 -2.072 0.216
H 2.102 -1.677 -1.081
H 3.805 -1.288 -1.246
H 3.198 1.638 -1.200
H 0.461 3.000 -2.265
H 2.346 4.225 -3.097
H 3.056 3.400 -1.883
H 4.296 3.355 -4.192
H 4.169 1.792 -3.429
H 2.421 4.097 -5.634
H 1.992 2.877 -6.802
H 0.250 3.844 -4.683
H -0.075 2.589 -5.884
H -0.097 1.203 -3.969
H 1.616 0.489 -5.601
H 2.399 0.277 -4.048
H 1.562 5.599 -1.021
```

- SMILES string: Cc1ccc(CC(=O)NCC(C)(C)NC(=O)[C@H]2CCN3CC[C@H]2C3)c(Cl)c1
- Largest force on an atom: 1.5 eV Å⁻¹
- Net charge: 0
- Spin multiplicity: 1
- ΔE to the lowest compared entry with this formula, charge and spin: 11.2 kcal/mol
- Gap between HOMO and LUMO: 9.2 eV

Atom charges from the natural (NBO) analysis, given in e for atoms 1 to 6: number 1, C, carries -0.633; number 2, C, carries -0.011; number 3, C, carries -0.214; number 4, C, carries -0.185; number 5, C, carries -0.060; number 6, C, carries -0.517

***

Entry 3:
C20H28NO2PbS | ωB97M-V with the def2-TZVPD basis set

The geometry in XYZ format:
```
53
Properties=species:S:1:pos:R:3
O -0.010 0.684 -2.779
C 0.099 2.066 -3.277
C 0.152 1.610 -4.711
H 1.039 2.564 -2.994
H -0.761 2.705 -2.995
C 0.100 0.169 -4.134
H 1.109 1.829 -5.184
H -0.710 1.895 -5.303
C 1.351 -0.558 -4.547
H 2.279 -0.124 -4.181
H 1.354 -0.523 -5.653
H 1.302 -1.615 -4.243
C -1.094 -0.698 -4.515
H -2.023 -0.116 -4.564
H -1.234 -1.495 -3.776
H -0.857 -1.200 -5.468
Pb -1.065 1.962 1.485
C -2.173 -0.125 4.126
C -2.516 1.235 4.112
C -3.217 1.506 2.884
H -2.432 1.929 4.941
C -3.260 0.258 2.140
C -2.601 -0.718 2.910
H -2.498 -1.768 2.659
H -1.713 -0.656 4.948
H -3.763 2.428 2.633
H -3.754 0.115 1.178
C 1.001 -1.700 4.309
C 0.372 -2.743 3.558
C 0.778 -2.609 2.199
H -0.283 -3.517 3.967
C 1.662 -1.495 2.099
C 1.788 -0.940 3.410
H 2.403 -0.082 3.664
H 0.879 -1.514 5.372
H 0.496 -3.263 1.386
H 2.220 -1.164 1.212
O 1.907 -0.887 -1.792
C 0.600 -1.205 -1.260
C 0.086 -0.009 -0.421
H 0.639 -2.123 -0.624
H -0.102 -1.433 -2.091
C 1.143 1.085 -0.563
H 0.026 -0.368 0.616
H -0.890 0.338 -0.760
C 2.271 0.428 -1.367
H 1.572 1.426 0.381
H 0.795 1.941 -1.137
H 3.218 0.426 -0.787
H 2.467 1.005 -2.278
S 0.695 2.491 3.810
C 0.583 1.575 5.184
N 0.572 0.976 6.215
```

- Largest force on an atom: 4.1 eV Å⁻¹
- Net charge: -1
- Spin multiplicity: 1
- ΔE to the lowest compared entry with this formula, charge and spin: 62.2 kcal/mol
- Gap between HOMO and LUMO (alpha / beta): 3.8 / 3.8 eV

Atom charges from the natural (NBO) analysis, given in e for atoms 1 to 6: number 1, O, carries -0.567; number 2, C, carries -0.068; number 3, C, carries -0.460; number 4, H, carries 0.177; number 5, H, carries 0.179; number 6, C, carries 0.293